ORCA calculation (ωB97M-V/def2-TZVPD) on a structure of composition C2H7N4O at a distorted geometry.

```
14
Properties=species:S:1:pos:R:3:mulliken_charge:R:1
C -0.122 -1.052 -0.131 0.21
C 1.162 -0.893 0.570 -0.09
N -0.898 -2.063 -0.142 -0.50
N 1.737 0.246 0.031 -0.21
N -0.278 0.203 -0.967 0.04
N -1.313 1.385 -0.087 -0.40
O 0.847 0.737 -1.028 -0.11
H 0.912 -0.592 1.545 0.22
H 1.831 -1.701 0.526 0.33
H -1.710 -2.110 -0.724 0.29
H 2.328 0.943 0.433 0.26
H -1.678 1.712 -0.942 0.33
H -0.833 2.160 0.401 0.33
H -1.985 1.023 0.515 0.30
```

**Total charge**: +1
**Largest force on an atom**: 3.54 eV/Å
**Energy relative to the best compared isomer or geometry (same formula, charge and spin)**: 154.55 kcal per mole
**HOMO level (spin up / spin down)**: -13.967 / -13.967 eV

ORCA calculation (ωB97M-V/def2-TZVPD) on a cluster of 3 separate species, C2H7N5 in total at a distorted geometry.

```
14
Properties=species:S:1:pos:R:3:mulliken_charge:R:1
C -0.308 -0.185 -1.521 0.07
C -0.626 -1.218 0.485 -0.24
N -0.013 -1.138 -2.355 -0.30
N 0.224 -2.262 -2.659 0.99
N 0.506 -3.289 -2.908 -0.36
N -0.221 -0.299 -0.232 -0.13
N 0.420 2.080 2.003 -0.72
H -0.450 0.877 -1.944 0.36
H -0.270 -1.520 1.427 0.32
H 0.990 3.357 1.798 0.55
H -1.443 -1.727 -0.020 0.31
H -0.591 1.870 1.939 0.35
H 0.679 1.732 2.923 0.36
H 1.104 1.722 1.063 0.46
```

**Total charge**: +2
**Largest force on an atom**: 6.99 eV/Å
**Energy relative to the best compared isomer or geometry (same formula, charge and spin)**: 59.69 kcal per mole
**HOMO level**: -19.227 eV

ORCA calculation (ωB97M-V/def2-TZVPD) on a structure of composition C2H7N5O at a distorted geometry.

```
15
Properties=species:S:1:pos:R:3:mulliken_charge:R:1
C 1.041 -0.780 0.549 -0.37
C -1.270 -0.178 -0.310 0.34
H -0.518 1.950 1.426 0.30
H 0.099 2.351 -0.031 0.25
H 0.613 -1.493 1.140 0.76
H 3.280 0.336 -1.025 0.37
H -2.153 -1.884 -0.429 0.29
H -0.642 -2.653 0.091 0.40
H -1.723 1.734 -0.999 0.25
N 0.368 1.691 0.707 -0.58
N 0.156 0.235 -0.059 0.02
N 2.204 -0.797 0.060 -0.43
N -1.395 -1.478 0.115 -0.61
N -2.335 0.669 -0.453 -0.63
O 2.277 0.297 -0.781 -0.33
```

**Largest force on an atom**: 6.28 eV/Å
**Energy relative to the best compared isomer or geometry (same formula, charge and spin)**: 189.46 kcal per mole
**HOMO level**: -8.903 eV

- Look up the largest force on an atom of the first one.
  3.54 eV/Å